Record 1
Entry from the Open Molecules 2025 dataset: a structure of composition C36H36N5O2ReSi (ωB97M-V with the def2-TZVPD basis set).

XYZ file:
```
81
Properties=species:S:1:pos:R:3:lowdin_charge:R:1
Re -0.09529 -0.20139 0.98855 1.684
C 1.00248 1.22296 -0.22396 -0.263
Si 0.37518 1.15492 -2.04987 0.727
C -0.03483 -0.75200 -2.24164 -0.185
N -0.47214 -1.43779 -0.99864 -0.268
C -1.94581 -1.68664 -0.94356 -0.182
C -2.39036 -3.14398 -1.15939 -0.156
C -1.63152 -3.78665 -2.30814 -0.157
C -0.12721 -3.71823 -2.01914 -0.134
C 0.20121 -2.74841 -0.86870 -0.204
C -1.10698 2.31373 -2.29033 -0.302
C -2.09808 2.02192 -3.22549 -0.093
C -3.15739 2.89222 -3.41589 -0.051
C -3.21344 4.07444 -2.69555 -0.051
C -2.22496 4.38548 -1.77385 -0.067
C -1.16465 3.51734 -1.58790 -0.122
C 1.70125 1.74639 -3.30722 -0.248
C 1.56929 2.99102 -3.91801 -0.079
C 2.58682 3.48671 -4.71810 -0.044
C 3.70918 2.71279 -4.95424 -0.043
C 3.85452 1.47822 -4.34346 -0.060
C 2.83702 0.97641 -3.54677 -0.114
H 0.87308 2.23993 0.15841 0.024
H 2.07870 1.03697 -0.19992 0.023
H 0.88183 -1.22764 -2.58828 0.085
H -0.76675 -0.91870 -3.03118 0.100
H -2.42781 -1.05648 -1.69385 0.124
H -2.31808 -1.41069 0.05525 0.098
H -3.46138 -3.13414 -1.36622 0.137
H -2.24469 -3.73987 -0.25782 0.123
H -1.88161 -3.28408 -3.24354 0.123
H -1.94950 -4.82408 -2.40347 0.130
H 0.41409 -3.42199 -2.91517 0.117
H 0.25839 -4.69564 -1.72842 0.133
H 1.28090 -2.60673 -0.85278 0.094
H -0.10121 -3.19106 0.08820 0.128
H -2.02858 1.13131 -3.83029 0.105
H -3.91658 2.65992 -4.14673 0.120
H -4.00999 4.77856 -2.88200 0.121
H -2.26064 5.31389 -1.22321 0.118
H -0.37829 3.78496 -0.89849 0.101
H 0.68189 3.58620 -3.77408 0.099
H 2.48111 4.46501 -5.16178 0.121
H 4.45868 3.05607 -5.65517 0.123
H 4.75526 0.89777 -4.47958 0.115
H 2.96014 0.00288 -3.09766 0.083
O 3.16060 -3.69523 6.94774 0.153
N 2.17447 -3.04174 6.77573 -0.332
O 1.33203 -2.77178 7.58670 0.125
C 1.99192 -2.51982 5.38877 -0.018
C 2.93995 -2.89371 4.48806 0.107
C 2.90080 -2.45682 3.13934 -0.090
C 3.92335 -2.75442 2.22358 0.090
C 3.84144 -2.22390 0.95531 0.035
C 2.71626 -1.48585 0.60091 -0.096
N 1.69179 -1.25195 1.41997 -0.062
C 1.80613 -1.68008 2.70625 -0.124
C 0.79809 -1.29156 3.64819 -0.129
N -0.21166 -0.51789 3.17990 -0.036
C -1.13950 -0.09884 4.02561 -0.076
C -1.10743 -0.39264 5.38767 0.038
C -0.09429 -1.17954 5.88852 0.091
C 0.89384 -1.67474 5.01311 -0.020
H 3.75523 -3.52791 4.81082 0.152
H 4.76145 -3.36199 2.52847 0.152
H 4.62744 -2.38242 0.23412 0.140
H 2.64911 -1.06027 -0.39221 0.114
H -1.94193 0.51011 3.63015 0.114
H -1.87066 0.00633 6.03841 0.140
H -0.05501 -1.41905 6.94285 0.131
C -3.68625 3.18013 1.45034 0.021
C -3.82677 2.22950 0.45153 0.008
C -2.81186 1.31320 0.24149 -0.103
N -1.68603 1.27459 0.96918 -0.112
C -1.54100 2.23063 1.90724 -0.161
C -2.50463 3.18214 2.17734 0.000
H -4.46507 3.89972 1.64854 0.140
H -4.71156 2.18584 -0.16283 0.136
H -2.91665 0.58902 -0.54861 0.093
H -0.61241 2.23753 2.46735 0.118
H -2.33439 3.90153 2.95955 0.132
```

Values from the calculation:
DFT total energy = -2184.42447 a.u.
multiplicity = 4
net charge = +3
highest occupied orbital energy (alpha / beta) = -15.84 / -15.84 eV
lowest unoccupied orbital energy (alpha / beta) = -10.79 / -10.77 eV



Record 2
Entry from the Open Molecules 2025 dataset: a cluster of 7 separate species, C24H44O11 in total (ωB97M-V with the def2-TZVPD basis set).

XYZ file:
```
79
Properties=species:S:1:pos:R:3:lowdin_charge:R:1
C -1.08687 -0.24613 4.11154 0.041
C 0.13438 -0.96023 3.64882 -0.497
O 1.23508 -0.45996 3.51693 0.106
O -0.10004 -2.24858 3.32528 0.097
C 1.07440 -2.92514 2.92081 -0.380
O 1.18118 -3.24301 1.76939 0.171
C 2.04015 -3.21630 4.03193 -0.043
C 3.48185 -2.77468 3.75489 -0.150
O 3.89861 -2.99965 2.41803 -0.019
C 3.83383 -1.93200 1.59715 -0.332
O 4.07399 -0.79875 1.91322 0.080
H -1.67345 -0.87206 4.77235 0.094
H -1.70069 0.01673 3.25697 0.091
H -0.79108 0.65349 4.63184 0.085
H 1.97576 -4.26624 4.29544 0.135
H 1.71619 -2.65892 4.90195 0.125
H 4.13521 -3.36320 4.38545 0.129
H 3.59749 -1.74181 4.05496 0.110
H 3.53620 -2.19578 0.58275 0.146
C -1.11938 -1.78730 -0.63691 -0.013
C -2.21044 -2.30148 0.26731 -0.496
C -2.75941 -3.66968 -0.04446 -0.027
O -2.62230 -1.64758 1.20011 0.053
H -0.80793 -0.79750 -0.31099 0.059
H -0.26361 -2.46370 -0.59975 0.079
H -1.48344 -1.72039 -1.66309 0.090
H -1.96232 -4.41089 0.00706 0.077
H -3.18520 -3.68550 -1.04728 0.080
H -3.53339 -3.92272 0.67745 0.082
C -3.58652 -8.20441 -2.49093 -0.024
C -2.43661 -7.33284 -2.04796 -0.499
C -1.19621 -8.03811 -1.55525 -0.022
O -2.50532 -6.12766 -2.08511 0.063
H -4.41164 -7.57764 -2.81972 0.081
H -3.27307 -8.84620 -3.31560 0.085
H -3.92065 -8.83187 -1.66334 0.085
H -0.78936 -8.67349 -2.34325 0.085
H -1.43753 -8.65912 -0.69128 0.085
H -0.44892 -7.30208 -1.26875 0.080
C 0.41260 3.94979 -1.12831 -0.027
C 0.22333 2.51112 -0.72138 -0.494
C 0.94221 2.04176 0.52259 -0.016
O -0.47398 1.75880 -1.36459 0.062
H -0.15684 4.14244 -2.03226 0.047
H 0.06529 4.60920 -0.32935 0.088
H 1.46782 4.14604 -1.32393 0.090
H 0.61635 2.62676 1.38408 0.085
H 2.01968 2.16387 0.40185 0.088
H 0.72288 0.99140 0.70277 0.066
C 1.89446 4.34503 -5.86222 -0.018
C 0.78511 3.85338 -4.96633 -0.485
C 0.18636 2.50752 -5.28630 -0.013
O 0.39111 4.50771 -4.02801 0.033
H 2.23377 5.32028 -5.52143 0.082
H 2.73147 3.64567 -5.83893 0.086
H 1.53411 4.42935 -6.88839 0.086
H 0.95702 1.73665 -5.24091 0.088
H -0.24288 2.51902 -6.28968 0.087
H -0.59163 2.27310 -4.56307 0.080
C -4.47799 6.39084 -3.11308 -0.026
C -4.04922 5.81142 -4.44018 -0.505
C -2.67038 5.20373 -4.49979 -0.032
O -4.77737 5.83558 -5.40409 0.067
H -5.48356 6.79494 -3.20096 0.079
H -4.46870 5.61462 -2.34644 0.084
H -3.79534 7.18823 -2.81554 0.083
H -2.58908 4.38101 -3.78784 0.086
H -1.91611 5.95342 -4.25983 0.083
H -2.48666 4.82472 -5.50290 0.081
C 4.28543 1.52965 4.77955 -0.023
C 3.52453 1.58597 6.07897 -0.508
C 2.54994 2.72699 6.24664 -0.024
O 3.67932 0.75618 6.94415 0.061
H 4.94503 0.66535 4.78177 0.080
H 3.58615 1.43812 3.94626 0.078
H 4.88317 2.43330 4.64930 0.085
H 1.79222 2.68557 5.46246 0.079
H 3.07531 3.68081 6.17963 0.083
H 2.06612 2.65302 7.21775 0.079
```

Values from the calculation:
DFT total energy = -1768.52478 a.u.
SMILES = CC(=O)OC(=O)CCOC=O.CC(C)=O.CC(C)=O.CC(C)=O.CC(C)=O.CC(C)=O.CC(C)=O
highest occupied orbital energy = -9.15 eV
lowest unoccupied orbital energy = 0.60 eV



Record 3
Entry from the Open Molecules 2025 dataset: a structure of composition C28H47AlBClN7O4 (ωB97M-V with the def2-TZVPD basis set).

XYZ file:
```
89
Properties=species:S:1:pos:R:3:lowdin_charge:R:1
Al 29.72920 21.84554 -0.03627 0.953
Cl 26.79787 21.15090 3.56559 0.582
O 27.18417 21.54049 2.24244 -0.405
O 25.98330 22.11800 4.28146 -0.361
O 26.15582 19.90725 3.40217 -0.341
O 27.89257 20.88895 4.42654 -0.400
B 30.98333 22.25498 2.63916 -0.626
H 29.91962 22.38554 2.51384 -0.074
H 31.27325 21.22114 2.53258 -0.053
H 31.48638 22.84388 1.88790 -0.089
H 31.26861 22.64378 3.60440 -0.065
C 36.13607 20.41588 1.83679 -0.071
C 34.85407 20.07567 2.71662 -0.251
C 33.96039 19.15916 1.93436 -0.180
C 33.24393 19.79879 0.77998 -0.219
N 32.78893 20.35790 -0.06869 0.168
H 36.65724 21.22039 2.35570 0.063
H 35.90990 20.70198 0.80962 0.070
H 36.75116 19.52142 1.73825 0.075
H 34.25160 20.95958 2.92598 0.073
H 35.18241 19.67800 3.67691 0.102
H 33.26988 18.69789 2.64042 0.097
H 34.57359 18.35815 1.52146 0.122
C 30.12418 27.77527 0.74747 -0.107
C 31.59005 27.98871 0.84077 -0.250
C 32.29235 26.79197 1.53421 -0.167
C 32.09663 25.54974 0.78664 -0.244
N 31.98046 24.58579 0.22234 0.190
H 29.59975 28.70945 0.54653 0.085
H 29.69854 27.39879 1.67763 0.071
H 29.93464 27.08870 -0.07763 0.084
H 31.84577 28.84823 1.46040 0.113
H 32.04386 28.10442 -0.14348 0.121
H 31.90634 26.66049 2.54506 0.099
H 33.37976 26.86411 1.51331 0.114
C 30.02025 15.45988 2.71782 -0.102
C 29.62220 16.35718 3.88760 -0.259
C 28.97682 17.67276 3.48491 -0.186
C 29.59932 18.39783 2.39077 -0.188
N 30.09194 19.01299 1.55331 0.177
H 30.31596 14.48424 3.10353 0.075
H 30.87390 15.85795 2.16927 0.065
H 29.24906 15.40733 1.94931 0.083
H 30.47699 16.56998 4.52958 0.091
H 28.96004 15.78903 4.54094 0.113
H 28.91609 18.29456 4.37809 0.110
H 27.93615 17.44663 3.25258 0.132
C 29.89488 21.38632 9.38040 -0.076
C 30.28309 21.19424 7.92452 -0.259
C 30.52613 22.51977 7.23915 -0.210
C 31.77138 23.13902 7.69638 -0.220
N 32.77902 23.61633 8.07339 0.151
H 30.76412 21.89594 9.79612 0.075
H 29.74946 20.40783 9.83810 0.085
H 29.03556 22.04982 9.47749 0.085
H 29.48624 20.75053 7.32765 0.116
H 31.17468 20.57954 7.80077 0.098
H 29.68581 23.18251 7.44590 0.107
H 30.54360 22.49103 6.14967 0.094
N 33.42415 23.77793 3.34513 0.092
C 33.89681 24.36511 4.50418 -0.019
C 34.93558 25.26419 4.19514 0.006
C 35.26030 24.94987 2.86804 -0.054
C 34.33682 24.09402 2.38131 -0.067
H 32.65627 23.12439 3.28735 0.025
H 33.39509 24.25846 5.45460 0.098
H 35.48868 25.88897 4.88081 0.121
H 36.01107 25.46810 2.28996 0.125
H 34.32489 23.62536 1.40837 0.141
N 32.86439 20.85149 5.05218 0.079
C 32.31620 19.58610 5.19017 -0.021
C 33.04123 18.85220 6.10554 -0.041
C 34.05174 19.67625 6.51588 -0.030
C 33.85398 20.95583 5.94762 -0.049
H 32.36010 21.59689 4.59375 0.083
H 31.44177 19.31177 4.61877 0.127
H 32.96123 17.82756 6.43738 0.126
H 34.89457 19.49562 7.16657 0.122
H 34.36242 21.90757 5.99329 0.117
N 28.93054 24.48535 5.12703 0.112
C 29.90966 25.21131 4.49689 -0.025
C 29.87376 26.48979 5.00226 -0.048
C 29.02485 26.50806 6.06984 -0.049
C 28.42759 25.30528 6.07518 -0.061
H 28.48512 23.65343 4.76702 0.156
H 30.49607 24.79243 3.69249 0.104
H 30.35162 27.36389 4.58513 0.115
H 28.61503 27.29077 6.69099 0.130
H 27.57662 24.97748 6.65379 0.151
```

Values from the calculation:
DFT total energy = -2505.94586 a.u.
net charge = +1
highest occupied orbital energy = -10.84 eV
lowest unoccupied orbital energy = -8.93 eV